Record 1
# C4H7NO

A single C4H7NO molecule in a non-equilibrium geometry (the ωB97M-V functional and the def2-TZVPD basis, the Open Molecules 2025 dataset).

Values from the calculation:
**Expectation value of S²**: 2.029
**Total charge**: 0
**E_LUMO (alpha / beta)**: 0.78 / -0.18 eV
**HOMO-LUMO gap (alpha / beta)**: 5.852 / 10.601 eV
**HOMO energy (alpha / beta)**: -5.07 / -10.78 eV
**2S+1**: 3

Last column: Löwdin charge in e.
Geometry (Å):
C  -1.06  0.03  -0.14  -0.397
C  1.41  0.13  -0.57  -0.058
C  -1.61  -1.13  0.57  -0.026
C  2.75  0.89  -0.06  -0.064
N  0.19  0.27  -0.33  0.061
O  -2.14  0.51  -0.87  0.023
H  -2.56  -0.88  1.18  0.119
H  -1.02  -1.61  1.22  0.034
H  -1.98  -1.71  -0.27  0.102
H  3.35  0.91  -0.95  0.047
H  3.25  0.66  0.82  0.032
H  2.33  1.81  -0.26  0.019
H  -2.90  0.13  -0.34  0.107

Record 2
# CH2NO4

2 unconnected molecules or ions with the total composition CH2NO4 in a non-equilibrium geometry (the ωB97M-V functional and the def2-TZVPD basis, the Open Molecules 2025 dataset).

Values from the calculation:
**Total charge**: -1
**E_LUMO**: 4.12 eV
**HOMO-LUMO gap**: 6.842 eV
**HOMO energy**: -2.72 eV

Last column: Löwdin charge in e.
Geometry (Å):
C  1.70  0.05  -0.07  -0.574
N  -1.32  0.01  0.68  -0.248
O  -0.10  -0.54  0.60  -0.350
O  2.27  -0.93  -0.38  0.101
O  1.57  1.21  -0.01  0.075
O  -1.92  -0.21  -0.62  -0.152
H  -1.02  1.06  0.85  0.107
H  -1.18  -0.66  -1.05  0.041

Calculated ΔE to the lowest compared entry with this formula, charge and spin in order - 1.0717; 0.7636 eV